[1]
ORCA calculation (the ωB97M-V functional and the def2-TZVPD basis) on a 11-piece molecular cluster, C26H50Cl18N2 overall.

Values from the calculation:
Multiplicity: 2
HOMO (alpha / beta): 0.1101 / -8.3095 eV
Frontier orbital gap (alpha / beta): 1.66 / 10.07 eV
Total charge: -1

Structure (XYZ):
```
96
C26H50Cl18N2 the ωB97M-V functional and the def2-TZVPD basis
C -0.930 1.421 1.023
C -0.225 0.375 0.176
C 1.274 0.253 0.432
C 2.113 1.407 0.107
N 2.713 2.360 -0.131
H -0.645 1.230 2.057
H -2.010 1.340 0.903
H -0.627 2.429 0.740
H -0.391 0.494 -0.895
H -0.627 -0.596 0.464
H 1.662 -0.542 -0.205
H 1.502 -0.058 1.451
C -1.246 -1.725 -3.041
C -1.646 -2.323 -4.373
C -3.183 -2.206 -4.749
C -3.798 -0.833 -4.690
N -4.258 0.227 -4.619
H -0.187 -1.714 -2.785
H -1.889 -2.166 -2.279
H -1.382 -0.644 -3.009
H -1.371 -3.375 -4.445
H -0.949 -1.921 -5.109
H -3.832 -2.865 -4.172
H -3.252 -2.522 -5.790
Cl -0.643 3.131 -2.227
C -0.605 2.214 -3.731
C 0.326 2.961 -4.718
Cl 2.045 2.784 -4.192
H -1.639 2.059 -4.039
H -0.176 1.229 -3.546
H 0.084 4.024 -4.737
H 0.238 2.601 -5.743
Cl 5.153 -2.541 -4.356
C 3.850 -1.686 -5.203
C 2.448 -1.789 -4.547
Cl 2.414 -0.797 -2.978
H 3.770 -2.012 -6.240
H 4.094 -0.634 -5.052
H 2.277 -2.858 -4.414
H 1.579 -1.372 -5.056
Cl -5.364 -2.716 -0.554
C -5.126 -1.016 -1.056
C -5.251 -0.124 0.180
Cl -3.961 -0.355 1.375
H -5.949 -0.714 -1.704
H -4.163 -0.911 -1.556
H -6.235 -0.198 0.643
H -5.255 0.914 -0.155
Cl 3.722 -2.931 4.103
C 4.368 -1.270 4.384
C 3.669 -0.214 3.464
Cl 4.271 -0.253 1.744
H 5.445 -1.265 4.218
H 4.155 -1.040 5.428
H 3.820 0.773 3.901
H 2.584 -0.305 3.497
Cl -4.281 -5.159 1.763
C -2.909 -5.667 0.780
C -2.541 -4.607 -0.261
Cl -2.156 -3.059 0.487
H -3.220 -6.599 0.307
H -2.012 -5.877 1.362
H -3.305 -4.439 -1.020
H -1.646 -4.987 -0.754
Cl -2.858 2.136 3.794
C -2.211 1.886 5.460
C -2.351 3.156 6.309
Cl -1.255 4.381 5.572
H -1.150 1.644 5.405
H -2.792 1.089 5.926
H -2.080 2.891 7.330
H -3.381 3.514 6.286
Cl 6.725 3.182 -3.751
C 5.442 2.555 -2.653
C 5.429 1.097 -2.261
Cl 6.802 0.718 -1.241
H 4.501 2.853 -3.115
H 5.473 3.155 -1.743
H 5.364 0.372 -3.072
H 4.517 1.023 -1.668
Cl 0.153 -1.487 4.317
C -1.564 -1.439 3.734
C -2.500 -2.458 4.409
Cl -2.142 -4.142 3.977
H -1.474 -1.681 2.675
H -1.866 -0.391 3.732
H -3.491 -2.232 4.016
H -2.450 -2.277 5.483
Cl 1.382 2.792 3.491
C 1.566 4.430 2.910
C 3.033 5.030 2.986
Cl 3.635 5.088 4.662
H 0.911 5.121 3.442
H 1.268 4.340 1.866
H 3.062 5.991 2.473
H 3.614 4.323 2.394
```

Mulliken population analysis, charges in e, atoms 1 to 8:
1 C -0.6381
2 C 1.2940
3 C 0.3146
4 C 0.1239
5 N -0.5612
6 H -0.0444
7 H 0.2147
8 H 0.2163

=====

[2]
ORCA calculation (the ωB97M-V functional and the def2-TZVPD basis) on a 10-piece molecular cluster, C60H142N10O10 overall.

Values from the calculation:
SMILES string: CC1(C)CCCC(C)(C)N1O.CC1(C)CCCC(C)(C)N1O.CC1(C)CCCC(C)(C)N1O.CC1(C)CCCC(C)(C)N1O.COC[C@H](C)N.COC[C@H](C)N.COC[C@H](C)N.COC[C@H](C)N.COC[C@H](C)N.COC[C@H](C)N
HOMO: -7.9444 eV
Frontier orbital gap: 8.38 eV
ΔE to the lowest compared entry with this formula, charge and spin: 27.8 kcal per mole

Structure (XYZ):
```
222
C60H142N10O10 the ωB97M-V functional and the def2-TZVPD basis
C 0.998 -1.995 -1.339
C 0.540 -0.559 -1.089
C 1.183 -0.025 0.215
O 0.859 -0.653 1.428
C -0.518 -0.574 1.812
N 0.903 0.316 -2.189
H 0.587 -2.499 -2.218
H 0.781 -2.694 -0.527
H 2.088 -1.923 -1.384
H -0.541 -0.523 -0.928
H 0.824 1.012 0.273
H 2.274 0.030 0.214
H -0.712 0.494 1.958
H -0.585 -1.063 2.782
H -1.111 -1.024 1.020
H 0.641 -0.166 -3.047
H 1.894 0.424 -2.377
C -2.230 1.838 4.583
C -2.272 0.623 5.523
C -2.350 1.065 6.983
O -1.433 2.117 7.258
C -0.132 1.637 7.483
N -3.419 -0.180 5.084
H -1.351 2.483 4.614
H -3.091 2.486 4.771
H -2.310 1.471 3.559
H -1.340 0.088 5.318
H -2.306 0.252 7.717
H -3.342 1.495 7.165
H 0.587 2.441 7.309
H 0.241 0.836 6.832
H -0.037 1.282 8.515
H -4.227 0.165 5.598
H -3.354 -1.157 5.353
C 3.247 5.038 3.553
C 3.008 4.354 4.902
C 3.381 2.878 4.876
O 2.503 2.276 3.937
C 2.583 0.875 3.854
N 3.760 5.120 5.915
H 3.040 6.104 3.621
H 2.659 4.572 2.763
H 4.319 4.972 3.334
H 1.940 4.449 5.106
H 3.246 2.439 5.870
H 4.442 2.800 4.611
H 1.697 0.352 4.244
H 3.473 0.461 4.329
H 2.520 0.571 2.803
H 3.253 5.078 6.797
H 4.640 4.678 6.174
C 3.286 0.165 -6.075
C 3.208 -0.794 -4.911
C 3.972 -2.081 -5.057
O 5.352 -1.811 -5.039
C 6.179 -2.848 -5.484
N 3.544 -0.149 -3.614
H 3.053 -0.380 -6.995
H 4.292 0.564 -6.245
H 2.680 1.060 -5.940
H 2.155 -0.990 -4.662
H 3.690 -2.602 -5.980
H 3.687 -2.750 -4.234
H 6.012 -3.153 -6.530
H 6.075 -3.683 -4.788
H 7.190 -2.456 -5.617
H 3.076 0.746 -3.567
H 4.551 -0.003 -3.608
C 0.458 3.453 0.790
C -1.031 3.230 0.583
C -1.851 4.219 1.401
O -3.211 3.944 1.256
C -4.083 4.473 2.213
N -1.356 3.274 -0.832
H 1.019 2.892 0.039
H 0.870 3.118 1.744
H 0.722 4.504 0.651
H -1.307 2.227 0.935
H -1.604 5.232 1.051
H -1.577 4.202 2.465
H -5.136 4.195 2.161
H -4.087 5.563 2.323
H -3.753 4.042 3.170
H -2.299 2.992 -1.072
H -0.757 2.660 -1.376
C 3.948 -2.692 3.000
C 2.726 -3.551 3.000
C 1.793 -3.181 4.157
O 0.696 -4.088 4.231
C -0.203 -3.781 5.272
N 2.068 -3.442 1.696
H 4.598 -2.813 3.868
H 3.778 -1.624 2.824
H 4.543 -2.929 2.112
H 2.999 -4.583 3.256
H 1.458 -2.139 4.060
H 2.327 -3.316 5.107
H 0.221 -3.833 6.276
H -1.050 -4.466 5.227
H -0.648 -2.807 5.037
H 1.481 -2.609 1.788
H 1.343 -4.151 1.573
C 6.229 2.469 2.462
C 6.792 2.520 1.059
C 6.378 1.208 0.334
C 5.017 1.199 -0.377
C 4.998 2.336 -1.379
C 5.319 3.715 -0.767
N 6.419 3.642 0.206
O 6.794 4.887 0.738
C 5.805 4.617 -1.888
C 4.011 4.240 -0.140
C 8.343 2.510 1.072
H 5.149 2.308 2.390
H 6.383 3.407 3.012
H 6.661 1.729 3.135
H 7.201 0.997 -0.349
H 6.245 0.363 1.018
H 4.203 1.473 0.300
H 4.884 0.222 -0.837
H 3.960 2.400 -1.732
H 5.551 2.154 -2.304
H 5.060 4.769 -2.673
H 5.955 5.612 -1.456
H 6.768 4.375 -2.334
H 4.058 5.183 0.416
H 3.254 4.376 -0.910
H 3.737 3.562 0.674
H 8.732 1.557 1.448
H 8.764 3.226 1.785
H 8.833 2.691 0.118
H 6.359 4.943 1.604
C -6.157 1.143 -2.477
C -6.444 1.132 -0.940
C -7.533 0.114 -0.672
C -7.190 -1.357 -0.866
C -5.988 -1.674 0.009
C -4.822 -0.681 -0.069
N -5.292 0.730 -0.133
O -4.226 1.637 -0.211
C -3.918 -0.814 1.158
C -3.955 -1.010 -1.315
C -6.903 2.496 -0.459
H -7.055 1.322 -3.072
H -5.697 0.216 -2.822
H -5.461 1.926 -2.792
H -7.684 0.237 0.410
H -8.488 0.345 -1.147
H -7.061 -1.615 -1.922
H -8.031 -1.999 -0.591
H -5.652 -2.662 -0.323
H -6.257 -1.785 1.063
H -3.147 -0.047 1.208
H -4.559 -0.618 2.023
H -3.478 -1.808 1.182
H -4.517 -1.586 -2.056
H -3.434 -0.144 -1.718
H -3.204 -1.758 -1.031
H -6.577 2.739 0.553
H -7.980 2.675 -0.478
H -6.479 3.268 -1.107
H -4.349 2.237 0.536
C -0.083 -8.590 0.836
C 0.489 -7.177 0.554
C 0.334 -6.860 -0.922
C -1.068 -6.420 -1.357
C -1.573 -5.287 -0.473
C -1.477 -5.596 1.026
N -0.161 -6.131 1.374
O 0.042 -6.300 2.746
C -1.642 -4.239 1.718
C -2.658 -6.458 1.496
C 1.961 -7.196 0.938
H 0.611 -9.381 0.557
H -1.119 -8.632 0.514
H -0.100 -8.712 1.927
H 1.119 -6.169 -1.243
H 0.463 -7.782 -1.498
H -1.691 -7.308 -1.207
H -1.087 -6.163 -2.416
H -2.629 -5.163 -0.732
H -1.050 -4.378 -0.765
H -2.631 -3.785 1.679
H -1.445 -4.386 2.787
H -0.875 -3.519 1.428
H -2.694 -7.421 0.986
H -2.536 -6.694 2.559
H -3.639 -5.979 1.488
H 2.487 -6.247 0.812
H 2.532 -7.913 0.341
H 2.038 -7.549 1.967
H 0.751 -5.681 2.982
C -4.067 3.217 -7.836
C -3.937 2.425 -6.508
C -4.656 1.071 -6.773
C -4.419 0.086 -5.645
C -2.902 -0.125 -5.586
C -2.126 1.129 -5.270
N -2.519 2.174 -6.243
O -1.776 3.356 -6.088
C -2.255 1.538 -3.763
C -0.655 0.812 -5.539
C -4.657 3.210 -5.433
H -3.585 4.187 -7.702
H -5.104 3.418 -8.106
H -3.574 2.709 -8.665
H -5.711 1.228 -7.002
H -4.168 0.738 -7.693
H -4.829 -0.878 -5.960
H -4.845 0.381 -4.688
H -2.554 -0.661 -6.469
H -2.829 -0.835 -4.750
H -1.620 0.941 -3.110
H -1.983 2.589 -3.629
H -3.277 1.486 -3.380
H 0.072 1.574 -5.256
H -0.472 -0.118 -4.994
H -0.487 0.668 -6.608
H -4.395 2.806 -4.452
H -5.742 3.076 -5.430
H -4.447 4.280 -5.477
H -2.021 3.707 -5.212
```

Mulliken population analysis, charges in e, atoms 1 to 8:
1 C -0.7856
2 C 2.2378
3 C -0.6831
4 O 2.0744
5 C -0.5365
6 N 0.1197
7 H 0.5721
8 H -0.6500

=====

[3]
ORCA calculation (the ωB97M-V functional and the def2-TZVPD basis) on C24H25Br2FeN8OS as an isolated structure.

Values from the calculation:
Multiplicity: 5
HOMO (alpha / beta): -8.3517 / -8.8793 eV
Frontier orbital gap (alpha / beta): 5.58 / 6.12 eV
Total charge: +1
ΔE to the lowest compared entry with this formula, charge and spin: 0.0 kcal per mole

Structure (XYZ):
```
62
C24H25Br2FeN8OS the ωB97M-V functional and the def2-TZVPD basis
Fe 0.472 -0.581 0.394
C 1.061 -3.893 0.448
C 1.978 -3.136 -0.458
C 2.683 -3.847 -1.457
C 3.459 -3.150 -2.325
C 3.658 -1.761 -2.133
C 4.497 -0.999 -2.988
Br 5.278 -1.771 -4.521
C 4.753 0.306 -2.718
C 4.229 0.884 -1.544
Br 4.853 2.643 -1.239
C 3.377 0.225 -0.700
O 2.002 0.122 1.582
C 3.026 -1.130 -1.039
N 2.088 -1.834 -0.315
H 1.600 -4.740 0.874
H 0.200 -4.280 -0.096
H 0.707 -3.268 1.266
H 2.555 -4.916 -1.540
H 3.959 -3.641 -3.147
H 5.388 0.894 -3.364
C 4.094 3.664 2.138
N 2.964 3.676 1.233
C 2.158 4.751 0.966
C 1.076 4.328 0.280
N 1.184 2.952 0.106
C 2.370 2.535 0.722
S 3.056 1.003 0.947
C 0.184 2.120 -0.413
C -1.135 2.503 -0.417
C -2.079 1.664 -1.055
C -1.657 0.488 -1.611
C -0.297 0.119 -1.502
N 0.644 0.949 -0.933
H 4.337 4.692 2.396
H 4.953 3.196 1.661
H 3.846 3.114 3.049
H 2.437 5.746 1.263
H 0.273 4.885 -0.164
H -1.436 3.439 0.028
H -3.112 1.978 -1.121
H -2.332 -0.165 -2.149
H 0.095 -0.673 -2.134
C -5.659 -1.109 -0.272
C -5.595 -0.859 1.230
C -5.177 0.575 1.539
C -4.709 -1.876 1.945
N -3.315 -1.831 1.493
C -2.300 -1.052 1.878
N -1.253 -1.366 1.158
N -1.651 -2.356 0.308
N -2.875 -2.626 0.506
H -6.376 -0.434 -0.738
H -5.961 -2.132 -0.499
H -4.689 -0.935 -0.743
H -6.591 -1.024 1.652
H -4.199 0.802 1.107
H -5.133 0.768 2.613
H -5.890 1.277 1.109
H -5.034 -2.899 1.768
H -4.691 -1.704 3.022
H -2.348 -0.309 2.654
```

Mulliken population analysis, charges in e, atoms 1 to 8:
1 Fe 0.3612
2 C -1.6050
3 C 0.9136
4 C -0.8949
5 C -0.7739
6 C 1.1355
7 C -0.1501
8 Br -0.1724

=====

[4]
ORCA calculation (the ωB97M-V functional and the def2-TZVPD basis) on C25H29N4O5Ta as an isolated structure.

Values from the calculation:
HOMO (alpha / beta): -18.2197 / -18.2277 eV
Frontier orbital gap (alpha / beta): 5.49 / 5.49 eV
Total charge: +4
ΔE to the lowest compared entry with this formula, charge and spin: 0.0 kcal per mole

Structure (XYZ):
```
64
C25H29N4O5Ta the ωB97M-V functional and the def2-TZVPD basis
Ta 0.306 -0.205 1.329
C -1.818 -3.807 3.596
N -0.533 -3.237 4.049
C 0.042 -3.822 5.282
C 0.052 -2.277 3.426
O -0.442 -1.728 2.352
C 1.385 -1.723 3.898
O 1.650 -0.623 2.993
C 2.567 0.405 3.443
C 2.502 1.462 2.356
O 1.616 1.271 1.419
N 3.275 2.491 2.360
C 3.222 3.521 1.304
C 4.274 2.747 3.415
H -1.643 -4.834 3.282
H -2.218 -3.221 2.777
H -2.506 -3.796 4.439
H -0.386 -4.812 5.411
H -0.224 -3.206 6.139
H 1.121 -3.928 5.193
H 2.172 -2.473 3.784
H 1.365 -1.369 4.929
H 3.569 -0.016 3.542
H 2.224 0.800 4.402
H 2.641 3.169 0.461
H 4.244 3.731 0.995
H 2.780 4.423 1.725
H 4.105 2.126 4.290
H 4.186 3.791 3.711
H 5.269 2.568 3.012
C 3.284 -2.358 -3.148
O 2.030 -1.649 -2.911
C 0.943 -2.042 -3.481
C 0.815 -3.195 -4.274
C -0.393 -3.479 -4.849
C -1.556 -2.643 -4.697
C -1.473 -1.512 -3.977
C -0.226 -1.157 -3.325
N -0.034 -0.044 -2.684
N -0.870 0.929 -2.771
C -1.673 1.482 -1.948
C -1.930 1.046 -0.559
O -1.057 0.267 0.091
C -3.059 1.456 0.075
C -3.922 2.405 -0.528
C -3.652 3.003 -1.751
C -4.508 4.008 -2.264
C -4.223 4.601 -3.473
C -3.098 4.185 -4.182
C -2.247 3.177 -3.703
C -2.505 2.587 -2.490
H 3.552 -2.263 -4.199
H 3.188 -3.400 -2.853
H 4.015 -1.850 -2.530
H 1.660 -3.844 -4.449
H -0.478 -4.366 -5.465
H -2.475 -2.930 -5.189
H -2.322 -0.850 -3.875
H -3.267 1.097 1.074
H -4.810 2.709 0.016
H -5.382 4.299 -1.696
H -4.865 5.373 -3.873
H -2.870 4.647 -5.134
H -1.390 2.882 -4.293
```

Mulliken population analysis, charges in e, atoms 1 to 8:
1 Ta 1.1293
2 C -0.8867
3 N 0.0684
4 C -0.9545
5 C 0.7531
6 O -0.7409
7 C -0.5771
8 O -0.1235

=====

[5]
ORCA calculation (the ωB97M-V functional and the def2-TZVPD basis) on a 2-piece molecular cluster, C6H9O4S overall.

Values from the calculation:
HOMO (alpha / beta): -4.4600 / -4.2755 eV
Frontier orbital gap (alpha / beta): 7.32 / 7.43 eV
Total charge: -1
ΔE to the lowest compared entry with this formula, charge and spin: 117.6 kcal per mole

Structure (XYZ):
```
20
C6H9O4S the ωB97M-V functional and the def2-TZVPD basis
C 2.368 -1.518 0.400
C 1.246 -0.337 0.484
C 0.493 0.170 -0.699
C 0.151 -0.756 2.841
C -0.857 0.798 -0.426
C 0.632 -0.301 -2.116
O 1.795 -2.553 0.097
O 3.526 -1.131 0.574
O 1.125 2.455 0.596
O 3.085 1.611 -0.582
S 1.867 1.305 0.131
H 0.779 -0.457 3.652
H 0.004 -1.874 2.749
H -0.674 -0.118 2.633
H -0.789 1.641 0.224
H -1.539 0.057 -0.111
H -1.326 1.311 -1.380
H 0.888 0.556 -2.762
H -0.304 -0.652 -2.448
H 1.456 -1.003 -2.398
```

Mulliken population analysis, charges in e, atoms 1 to 8:
1 C 0.4501
2 C 0.0947
3 C 0.9503
4 C -0.8165
5 C -1.5244
6 C -1.5925
7 O -0.6654
8 O -0.6906

=====

[6]
ORCA calculation (the ωB97M-V functional and the def2-TZVPD basis) on an isolated ion of composition C3H7BrN3 and charge +1.

Values from the calculation:
HOMO (alpha / beta): -12.9197 / -13.5827 eV
Frontier orbital gap (alpha / beta): 7.88 / 8.77 eV
Total charge: +1
ΔE to the lowest compared entry with this formula, charge and spin: 104.7 kcal per mole

Structure (XYZ):
```
14
C3H7BrN3 the ωB97M-V functional and the def2-TZVPD basis
C 0.484 -0.894 0.122
C -1.005 1.574 -0.247
C 0.490 -0.242 -1.245
N -0.373 -0.432 1.001
N 1.079 -2.056 0.340
N -0.849 0.937 0.991
Br 1.957 0.719 -1.837
H -0.201 2.169 -0.725
H -2.055 1.329 -0.559
H -0.227 -0.514 -2.026
H 1.665 -2.384 -0.367
H 1.068 -2.592 1.249
H -0.333 1.441 1.689
H -1.700 0.945 1.614
```

Mulliken population analysis, charges in e, atoms 1 to 8:
1 C 0.7939
2 C -0.6524
3 C -0.6927
4 N -0.7374
5 N -0.3375
6 N 0.1439
7 Br 0.0538
8 H 0.4231

=====

[7]
ORCA calculation (the ωB97M-V functional and the def2-TZVPD basis) on one molecule with the formula C5H7NO.

Values from the calculation:
SMILES string: CC(=O)[C@@H](C)C#N
HOMO: -10.2915 eV
Frontier orbital gap: 10.89 eV
ΔE to the lowest compared entry with this formula, charge and spin: 11.1 kcal per mole

Structure (XYZ):
```
14
C5H7NO the ωB97M-V functional and the def2-TZVPD basis
C 1.669 0.330 -0.903
C 0.336 -0.320 -0.517
C 0.532 -1.471 0.374
N 0.692 -2.369 1.085
C -0.650 0.714 0.080
O -0.528 1.878 -0.221
C -1.760 0.212 0.968
H 2.183 0.702 -0.013
H 2.321 -0.388 -1.407
H 1.475 1.175 -1.564
H -0.157 -0.703 -1.424
H -2.330 1.063 1.340
H -1.362 -0.372 1.803
H -2.422 -0.451 0.399
```

Mulliken population analysis, charges in e, atoms 1 to 8:
1 C -1.3661
2 C 0.7023
3 C 0.0495
4 N -0.4412
5 C 0.4834
6 O -0.5432
7 C -1.2279
8 H 0.3352

=====

Number 1: E -256157.5360 eV. Number 2: E -99890.3473 eV. Number 3: E -224561.4450 eV. Number 4: E -44104.6353 eV. Number 5: E -25388.7301 eV. Number 6: E -77725.5443 eV. Number 7: E -8835.7230 eV.